Record 1
DFT (ωB97M-V/def2-TZVPD) results for an isolated molecule of C3H6N2 in a non-equilibrium geometry.

```
! RIJCOSX wB97M-V def2-TZVPD def2/J DEFGRID3
* xyz 0 1
N -0.1922 -0.5699 0.5857
N -0.3236 2.8965 0.0288
C 0.7390 0.5356 0.5473
C -0.4730 -1.1977 -0.6942
C 0.1566 1.8590 0.2131
H 1.2196 0.6405 1.5246
H -1.1130 -2.0673 -0.5177
H -0.9575 -0.5448 -1.4379
H 0.4662 -1.5684 -1.1198
H 1.5291 0.3097 -0.1768
H -1.0514 -0.2932 1.0470
*
```

Energy relative to the best compared isomer or geometry (same formula, charge and spin)   81.3 kJ/mol
HOMO level   -9.67 eV
E   -227.3939 Eh
SMILES string   CNCC#N
Frontier orbital gap   10.58 eV

---

Record 2
DFT (ωB97M-V/def2-TZVPD) results for an isolated molecule of C3H6N2.

```
! RIJCOSX wB97M-V def2-TZVPD def2/J DEFGRID3
* xyz 0 1
N -1.3765 0.2987 -0.9689
N 0.3729 -0.4400 0.5976
C -1.4952 1.4154 0.0638
C 1.2882 -1.1726 -0.2653
C -0.6435 0.2575 0.0592
H 2.3134 -0.8322 -0.0860
H -2.3883 1.4549 0.6874
H 1.2379 -2.2539 -0.1073
H -1.1020 2.3893 -0.2392
H 0.7126 -0.1256 1.4914
H 1.0301 -0.9543 -1.3051
*
```

Energy relative to the best compared isomer or geometry (same formula, charge and spin)   195.4 kJ/mol
HOMO level   -8.99 eV
E   -227.3504 Eh
SMILES string   CNC1=NC1
Frontier orbital gap   9.94 eV

---

Record 3
DFT (ωB97M-V/def2-TZVPD) results for an isolated molecule of C3H6N2 in a non-equilibrium geometry.

```
! RIJCOSX wB97M-V def2-TZVPD def2/J DEFGRID3
* xyz 0 1
N 0.3583 0.5959 -2.2348
N 1.0493 0.6051 1.0708
C 0.6733 -0.0009 -1.1799
C 0.3662 -0.1423 0.0895
C -0.8118 -1.0017 0.4198
H -1.4528 -0.4936 1.1501
H 1.7444 1.2009 0.6298
H -0.4054 1.1913 -1.8685
H -1.4020 -1.1591 -0.4920
H -0.5163 -1.9733 0.8147
H 0.3968 1.1776 1.6006
*
```

Energy relative to the best compared isomer or geometry (same formula, charge and spin)   243.6 kJ/mol
HOMO level   -7.89 eV
E   -227.3321 Eh
SMILES string   CC(N)=C=N
Frontier orbital gap   8.67 eV

---

Record 4
DFT (ωB97M-V/def2-TZVPD) results for an isolated molecule of C3H6N2 in a non-equilibrium geometry.

```
! RIJCOSX wB97M-V def2-TZVPD def2/J DEFGRID3
* xyz 0 1
N -0.3497 -2.4131 -1.1329
N 1.2843 -0.1221 0.5813
C -0.2655 -1.3112 -0.7873
C 0.1830 0.0360 -0.3630
C -0.8842 0.9695 0.2117
H -1.7719 1.0342 -0.4246
H -1.1953 0.6590 1.2149
H 1.9356 -0.8135 0.2160
H 0.5920 0.5081 -1.2641
H 0.9209 -0.5162 1.4456
H -0.4490 1.9692 0.3024
*
```

Energy relative to the best compared isomer or geometry (same formula, charge and spin)   48.9 kJ/mol
HOMO level   -10.34 eV
E   -227.4062 Eh
SMILES string   C[C@@H](N)C#N
Frontier orbital gap   11.19 eV

---

Record 5
DFT (ωB97M-V/def2-TZVPD) results for C3H6N2O as an isolated structure.

```
! RIJCOSX wB97M-V def2-TZVPD def2/J DEFGRID3
* xyz 0 1
O 3.0978 -0.7896 0.0089
N -1.2801 0.6759 0.4076
N 0.9215 -0.1139 0.1750
C -1.7834 -0.3622 -0.4960
C 0.0221 0.7901 0.6820
C 2.2832 -0.0030 0.4246
H -2.8261 -0.1491 -0.7363
H -1.7426 -1.3311 0.0140
H -0.6464 1.7689 0.2695
H -1.2121 -0.4295 -1.4328
H 0.6473 -0.9379 -0.3556
H 2.5188 0.8813 1.0390
*
```

Energy relative to the best compared isomer or geometry (same formula, charge and spin)   390.1 kJ/mol
HOMO level   -9.26 eV
E   -302.5445 Eh
Frontier orbital gap   10.04 eV

---

Record 6
DFT (ωB97M-V/def2-TZVPD) results for an isolated molecule of C3H6N2O in a non-equilibrium geometry.

```
! RIJCOSX wB97M-V def2-TZVPD def2/J DEFGRID3
* xyz 0 1
O -1.5077 -1.9032 2.3363
N 0.6867 1.3867 -0.2147
N -0.2654 -0.5033 1.0207
C 1.4263 1.2200 -1.2564
C -1.3829 -1.2258 1.3400
C -0.1012 0.1906 -0.2230
H -1.0832 0.4421 -0.6214
H 1.6571 2.0335 -1.9269
H 0.3018 -0.2397 -1.2477
H -2.1753 -1.1294 0.5708
H 0.4969 -0.5443 1.6861
H 1.9471 0.2729 -1.4639
*
```

Energy relative to the best compared isomer or geometry (same formula, charge and spin)   305.0 kJ/mol
HOMO level   -9.75 eV
E   -302.5769 Eh
SMILES string   C=NCNC=O
Frontier orbital gap   10.02 eV

---

Record 7
DFT (ωB97M-V/def2-TZVPD) results for an isolated molecule of C3H6N2O in a non-equilibrium geometry.

```
! RIJCOSX wB97M-V def2-TZVPD def2/J DEFGRID3
* xyz 0 1
O 0.7538 -0.5920 -0.4156
N -1.2358 -0.3357 0.9426
N -1.2965 -1.4385 0.4040
C 0.1354 0.3282 0.4567
C 0.1484 1.7392 -0.2006
C -0.0735 -1.7513 -0.3504
H 0.6510 -2.3701 0.1910
H 0.6637 0.5919 1.3236
H 0.2470 1.4473 -1.1977
H 1.0505 2.2088 0.0960
H -0.7261 2.2852 0.0795
H -0.3178 -2.1131 -1.3292
*
```

Energy relative to the best compared isomer or geometry (same formula, charge and spin)   309.2 kJ/mol
HOMO level   -9.81 eV
E   -302.5753 Eh
SMILES string   C[C@H]1N=NCO1
Frontier orbital gap   10.71 eV

---

Record 8
DFT (ωB97M-V/def2-TZVPD) results for an isolated molecule of C3H6N2O.

```
! RIJCOSX wB97M-V def2-TZVPD def2/J DEFGRID3
* xyz 0 1
O 3.0308 -0.2847 1.4038
N -0.8888 -0.3049 -1.2018
N 1.0069 -0.4111 0.3396
C -0.1473 0.3185 -0.1201
C 2.1127 0.2383 0.8117
C -2.1228 -0.4208 -0.9381
H -2.8398 -0.6432 -1.7241
H -2.5321 -0.2672 0.0727
H 0.2226 1.2601 -0.5390
H 2.0844 1.3240 0.5924
H -0.8510 0.5731 0.6919
H 0.9245 -1.3822 0.6111
*
```

Energy relative to the best compared isomer or geometry (same formula, charge and spin)   154.3 kJ/mol
HOMO level   -9.88 eV
E   -302.6343 Eh
SMILES string   C=NCNC=O
Frontier orbital gap   10.71 eV

---

Record 9
DFT (ωB97M-V/def2-TZVPD) results for a 2-piece molecular cluster, C3H6N2O overall in a non-equilibrium geometry.

```
! RIJCOSX wB97M-V def2-TZVPD def2/J DEFGRID3
* xyz 0 1
O 0.8020 0.8254 3.1324
N -0.8146 0.6070 -1.9572
N -0.0324 -1.2803 -1.0187
C -0.6607 0.7824 -0.5450
C -0.2908 -0.4634 0.0268
C -0.3598 -0.6204 -2.1234
H -0.9239 1.6971 -0.0139
H 0.6941 1.7991 3.2243
H -0.2702 -1.0782 -3.1086
H 1.4403 0.7154 2.3916
H 0.3640 -2.2234 -1.0264
H 0.0520 -0.7606 1.0179
*
```

Energy relative to the best compared isomer or geometry (same formula, charge and spin)   118.7 kJ/mol
HOMO level   -8.81 eV
E   -302.6479 Eh
SMILES string   c1c[nH]cn1.O
Frontier orbital gap   9.52 eV

---

Record 10
DFT (ωB97M-V/def2-TZVPD) results for an isolated molecule of C3H6N2O in a non-equilibrium geometry.

```
! RIJCOSX wB97M-V def2-TZVPD def2/J DEFGRID3
* xyz 0 1
O 1.1495 -0.2752 1.2694
N -1.2787 -0.7465 0.5021
N 2.3819 -0.0703 -1.9198
C 0.8421 0.4951 0.1524
C 1.7229 0.1581 -0.9969
C -0.6670 0.3259 -0.2734
H -0.7227 0.1251 -1.3475
H 1.0329 1.5515 0.3817
H -1.1890 1.2687 -0.0915
H -1.5177 -1.5510 -0.0631
H 0.3545 -0.8405 1.3930
H -2.1088 -0.4409 0.9936
*
```

Energy relative to the best compared isomer or geometry (same formula, charge and spin)   142.2 kJ/mol
HOMO level   -10.81 eV
E   -302.6389 Eh
SMILES string   N#C[C@H](O)CN
Frontier orbital gap   11.37 eV